i) {
  "formula": "C5H11N3O",
  "method": "wB97M-V/def2-TZVPD",
  "species": ["C", "C", "C", "N", "C", "O", "H", "H", "H", "H", "H", "H", "H", "N", "C", "N", "H", "H", "H", "H"],
  "xyz": [[1.4362, 1.8591, 0.0229], [-0.7236, 0.6710, -1.7854], [0.9474, 0.5301, -0.4794], [-1.2342, -0.4755, -1.8901], [1.7545, -0.3414, -1.0970], [-0.7613, 1.8305, -2.0430], [-1.7343, -1.4901, -0.2707], [-1.7703, -0.6048, -2.7430], [1.3958, 1.9016, 1.1151], [2.4648, 2.0591, -0.2846], [0.8052, 2.6640, -0.3551], [2.7810, -0.1006, -1.3554], [1.3751, -1.2929, -1.4480], [-0.7686, -0.8223, 2.6768], [-0.9019, -0.7149, 1.3560], [-1.6327, -1.6209, 0.7382], [-1.1894, -1.5645, 3.2334], [-0.2239, -0.1434, 3.1788], [-2.0785, -2.4158, 1.1915], [0.0587, 0.0717, 0.2392]],
  "lowdin_charge": [-0.098, -0.447, -0.350, 0.088, 0.030, 0.113, 0.042, 0.079, 0.069, 0.071, 0.065, 0.062, 0.058, 0.067, -0.275, 0.076, 0.095, 0.085, 0.100, 0.068],
  "homo_ev": -8.08,
  "gap_ev": 8.646
}

=====

ii) {
  "formula": "C5H11N3O",
  "method": "wB97M-V/def2-TZVPD",
  "species": ["N", "C", "C", "C", "C", "N", "C", "N", "H", "H", "H", "H", "H", "H", "H", "H", "H", "O", "H", "H"],
  "xyz": [[-1.6181, 1.2287, -2.0813], [-1.7425, 1.0140, -0.6160], [-1.5054, -0.4160, -0.1584], [-0.0954, -0.7772, 0.0446], [0.9879, -0.7152, -0.8208], [2.1159, -1.1840, -0.2329], [1.7491, -1.5181, 0.9849], [0.4434, -1.2098, 1.2419], [-0.7817, 1.7324, -2.3434], [-1.6191, 0.3597, -2.6078], [-0.9524, 1.5977, -0.1538], [-2.7849, 1.2794, -0.4317], [-2.0458, -0.6246, 0.7891], [-2.1782, -1.0716, -0.7399], [0.8911, -0.3987, -1.8428], [2.3970, -2.0501, 1.6581], [-0.1124, -1.3265, 2.0779], [2.6597, 1.5387, 1.8733], [1.9057, 1.9182, 1.4002], [2.2862, 0.6231, 1.9586]],
  "lowdin_charge": [-0.012, -0.263, -0.170, -0.270, -0.117, 0.064, -0.231, 0.097, 0.055, 0.060, 0.107, 0.102, 0.115, 0.122, 0.098, 0.119, 0.157, -0.076, 0.026, 0.016],
  "homo_ev": -8.81,
  "smiles": "NCCc1cnc[nH]1.O",
  "gap_ev": 9.376
}

=====

Tell me which of them is the least stable. Sure, it is i).

=====

i) {
  "formula": "CH2N2OS2",
  "method": "wB97M-V/def2-TZVPD",
  "species": ["H", "N", "C", "N", "S", "O", "S", "H"],
  "xyz": [[-2.0231, -0.6083, -1.7350], [-1.0649, -0.4373, -1.4311], [-0.8588, -0.6502, -0.2078], [0.2704, -0.2703, 0.4264], [1.3347, 0.8780, 0.5746], [0.8215, 2.2067, 1.0814], [3.0828, 0.1572, 0.9403], [-1.5626, -1.2760, 0.3512]],
  "lowdin_charge": [0.047, 0.076, -0.412, -0.230, 0.464, -0.403, 0.336, 0.122],
  "homo_ev": -9.74,
  "smiles": "[H]/N=C/N=S(=O)=S",
  "gap_ev": 7.229
}

=====

ii) {
  "formula": "CH2N2OS2",
  "method": "wB97M-V/def2-TZVPD",
  "species": ["C", "N", "N", "O", "S", "S", "H", "H"],
  "xyz": [[1.4191, -0.3198, -0.6388], [-2.7130, 0.1840, 0.0946], [-1.6620, 0.2576, 0.4149], [-3.7829, 0.0090, -0.2693], [1.7078, 1.3185, -0.1086], [1.5808, -1.6976, 0.2623], [1.6280, 1.6449, -1.3836], [1.8224, -1.3967, 1.6285]],
  "lowdin_charge": [-1.047, -0.320, 0.246, 0.119, 0.632, 0.631, -0.157, -0.106],
  "homo_ev": -8.75,
  "gap_ev": 8.804
}

=====

Tell me which of them is the least stable. Sure, it is ii).

=====

i) {
  "formula": "CH2N2OS2",
  "method": "wB97M-V/def2-TZVPD",
  "species": ["C", "N", "N", "O", "S", "S", "H", "H"],
  "xyz": [[-0.2580, 1.1803, -0.8555], [-0.4033, 1.1170, 1.6215], [-0.5337, -1.0566, 0.2017], [1.7619, -0.2660, -0.8150], [-0.7395, -0.3057, 1.6611], [0.3580, -0.3710, -1.2115], [0.6851, 1.7166, -0.6108], [-0.8705, -2.0146, 0.0084]],
  "lowdin_charge": [-0.189, -0.362, -0.547, -0.523, 0.822, 0.765, -0.024, 0.057],
  "homo_ev": [-9.18, -9.18],
  "gap_ev": [7.833, 7.831]
}

=====

ii) {
  "formula": "CH2N2OS2",
  "method": "wB97M-V/def2-TZVPD",
  "species": ["C", "N", "N", "O", "S", "S", "H", "H"],
  "xyz": [[0.0781, 1.4844, -1.0369], [0.4013, 1.7708, 0.1315], [0.5575, 2.1879, 1.1718], [-1.3913, -3.5946, 1.0122], [0.6108, -1.6679, 0.2812], [-0.3293, -2.7921, 1.6118], [0.4211, 0.5130, -1.3932], [-0.3481, 2.0984, -1.7786]],
  "lowdin_charge": [-0.092, -0.241, 0.197, -0.592, 0.202, 0.457, 0.013, 0.055],
  "homo_ev": [-8.74, -8.74],
  "gap_ev": [6.458, 6.459]
}

=====

Tell me which of them is the least stable. Sure, it is i).

=====

i) {
  "formula": "C3H8",
  "method": "wB97M-V/def2-TZVPD",
  "species": ["C", "C", "C", "H", "H", "H", "H", "H", "H", "H", "H"],
  "xyz": [[-1.3189, -0.1364, 0.5538], [-0.0984, 0.7089, 0.1775], [1.1498, -0.3104, -0.5702], [-2.2298, -0.1030, -0.0580], [-1.5096, -0.3900, 1.6055], [-0.5007, -0.7543, 0.0974], [0.3941, 1.1163, 1.0527], [-0.3157, 1.4263, -0.6047], [1.3834, -1.3208, -0.1362], [2.0617, 0.2740, -0.4682], [0.9840, -0.5104, -1.6495]],
  "lowdin_charge": [-0.130, -0.244, -0.100, 0.065, 0.066, 0.017, 0.082, 0.083, 0.068, 0.037, 0.057],
  "homo_ev": -9.27,
  "smiles": "CCC",
  "gap_ev": 10.555
}

=====

ii) {
  "formula": "C3H8",
  "method": "wB97M-V/def2-TZVPD",
  "species": ["C", "C", "C", "H", "H", "H", "H", "H", "H", "H", "H"],
  "xyz": [[-1.4194, 0.0153, 0.6397], [-0.2259, 0.7264, 0.2258], [1.2826, -0.4068, -0.5925], [-2.3166, -0.0048, 0.0545], [-1.4605, -0.5614, 1.5348], [-0.5427, -0.5543, -0.1266], [0.3682, 1.0912, 1.0419], [-0.3075, 1.3839, -0.6300], [1.4457, -1.3515, -0.0624], [2.1388, 0.2517, -0.4592], [1.0627, -0.5803, -1.6466]],
  "lowdin_charge": [-0.129, -0.227, -0.075, 0.050, 0.050, 0.103, 0.075, 0.091, 0.027, 0.017, 0.020],
  "homo_ev": -7.56,
  "gap_ev": 8.757
}

=====

Tell me which of them is the least stable. Sure, it is ii).

=====

i) {
  "formula": "C3H7NOSi",
  "method": "wB97M-V/def2-TZVPD",
  "species": ["O", "C", "N", "Si", "H", "H", "H", "C", "C", "H", "H", "H", "H"],
  "xyz": [[1.2603, -1.0862, -3.1224], [0.6135, -0.5054, -2.3587], [-0.0484, 0.0381, -1.5369], [-1.1478, 1.2896, -1.0471], [-0.5488, 2.2010, -0.1133], [-1.9656, 0.2037, -0.4632], [-2.0227, 2.0051, -2.0364], [0.6214, -1.4359, 0.9081], [1.5448, -0.4726, 0.6962], [-0.4953, -1.1803, 0.5806], [0.8323, -2.3984, 1.4338], [1.4254, 0.5591, 0.2484], [2.5351, -0.4979, 1.1245]],
  "lowdin_charge": [0.161, -0.424, -0.095, 0.601, -0.085, -0.068, -0.079, -0.081, -0.114, 0.055, 0.056, 0.039, 0.033],
  "homo_ev": -9.91,
  "smiles": "O=C=N[SiH3].C=C",
  "gap_ev": 10.555
}

=====

ii) {
  "formula": "C3H7NOSi",
  "method": "wB97M-V/def2-TZVPD",
  "species": ["C", "C", "C", "N", "O", "Si", "H", "H", "H", "H", "H", "H", "H"],
  "xyz": [[-0.3426, -0.5973, 0.0035], [-1.1599, 0.5784, 0.1982], [-2.5388, -0.1355, 0.2983], [-0.9450, -1.6384, -0.2173], [-2.3494, -1.4573, -0.3094], [2.5866, -0.8509, 0.0595], [-0.8662, 1.1427, 1.0808], [-1.1431, 1.2062, -0.6910], [-2.9033, -0.3099, 1.3593], [-3.2072, 0.2825, -0.3057], [3.3575, 0.1883, -0.7271], [2.3051, -2.1079, -0.6968], [2.8661, -1.0656, 1.3361]],
  "lowdin_charge": [-0.263, -0.187, -0.158, -0.001, -0.142, 0.795, 0.102, 0.107, 0.136, 0.058, -0.117, -0.121, -0.209],
  "homo_ev": -8.52,
  "gap_ev": 7.645
}

=====

Tell me which of them is the least stable. Sure, it is ii).